1.
{"formula": "C37H29Br2F3N2O9PS", "method": "the ωB97M-V functional and the def2-TZVPD basis", "charge": 1, "e_lumo_ev": -4.796, "symbols": ["Br", "Br", "S", "P", "F", "F", "F", "O", "O", "O", "O", "O", "O", "O", "O", "O", "N", "N", "C", "C", "C", "C", "C", "C", "C", "C", "C", "C", "C", "C", "C", "C", "C", "C", "C", "C", "C", "C", "C", "C", "C", "C", "C", "C", "C", "C", "C", "C", "C", "C", "C", "C", "C", "C", "C", "H", "H", "H", "H", "H", "H", "H", "H", "H", "H", "H", "H", "H", "H", "H", "H", "H", "H", "H", "H", "H", "H", "H", "H", "H", "H", "H", "H", "H"], "coordinates": [[-2.96, 0.24, -1.85], [0.10, 0.93, -0.94], [-0.02, -4.57, -1.50], [1.44, -2.56, -3.15], [-0.72, -4.06, 1.32], [-1.45, -2.10, 1.76], [0.00, -3.06, 3.04], [0.15, 2.77, 9.01], [-0.98, 1.42, 5.21], [5.24, 4.20, 9.21], [-2.38, -1.28, -4.83], [2.19, -1.16, -5.84], [1.63, -2.22, -10.99], [0.93, -3.52, -4.14], [-5.55, 1.23, -8.26], [-3.91, 5.81, 5.72], [2.09, -3.46, -0.46], [2.52, 1.21, 3.04], [2.62, -0.54, 1.42], [1.30, 0.79, 3.33], [-2.39, -2.49, -1.40], [-1.80, -1.12, -1.31], [2.99, 4.89, 9.20], [-1.74, 3.15, 6.63], [-3.24, 4.81, 5.61], [-2.42, 2.98, 4.18], [-3.15, 4.09, 4.31], [1.91, -0.31, -8.01], [3.17, 0.55, 2.08], [-3.10, -1.04, -7.06], [1.71, 4.53, 9.15], [0.99, -3.02, -1.37], [0.54, -1.82, -0.51], [1.32, 3.10, 9.06], [-4.83, 0.66, -7.48], [4.07, 3.87, 9.17], [0.65, -0.29, 2.72], [2.40, 2.09, 9.03], [-1.66, 2.43, 5.33], [2.06, -1.40, -7.02], [1.77, -0.58, -9.31], [1.76, -1.98, -9.81], [-3.11, -0.70, -5.62], [-0.38, -2.87, 1.78], [3.68, 2.44, 9.09], [-4.83, 1.00, -6.03], [0.76, -2.21, 1.00], [-0.54, -0.87, -0.95], [-3.90, -0.41, -7.92], [1.34, -1.00, 1.74], [1.95, -3.12, 0.75], [1.91, -3.07, -8.81], [-2.48, 4.25, 6.75], [2.05, -2.80, -7.52], [-4.04, 0.37, -5.17], [3.30, 5.92, 9.26], [-5.52, 1.78, -5.73], [-2.16, -3.12, -0.55], [0.91, -1.27, -3.27], [-3.91, -0.64, -8.98], [0.79, -5.42, -0.86], [1.65, 0.19, -10.06], [2.85, -2.47, -3.13], [4.48, 1.72, 9.07], [-2.34, 2.44, 3.25], [-0.33, -0.56, 3.04], [1.90, -4.08, -9.20], [2.87, -4.03, -0.78], [0.90, 5.25, 9.16], [2.16, -3.57, -6.77], [3.21, -1.00, 0.64], [-2.03, -2.97, -2.31], [-3.71, 4.51, 3.49], [4.16, 0.91, 1.82], [0.75, 1.30, 4.10], [-3.46, -2.44, -1.50], [2.08, 1.05, 8.97], [-2.42, -1.82, -7.37], [1.92, 0.70, -7.63], [-2.55, 4.79, 7.69], [2.65, -3.39, 1.53], [-1.18, 2.73, 7.45], [-4.02, 0.59, -4.11], [1.43, -1.20, -0.63]]}

=====

2.
{"formula": "C4H10N4O", "method": "the ωB97M-V functional and the def2-TZVPD basis", "charge": 0, "multiplicity": 3, "e_lumo_ev": [1.064, -3.109], "symbols": ["O", "N", "N", "N", "N", "C", "C", "C", "C", "H", "H", "H", "H", "H", "H", "H", "H", "H", "H"], "coordinates": [[0.25, -0.14, 2.14], [1.81, 1.39, 1.48], [1.30, 1.28, -1.09], [0.95, 0.92, -2.19], [0.39, 0.41, -0.05], [-0.35, -1.79, 0.11], [0.76, 0.48, 1.22], [-1.98, 0.02, -0.08], [-0.65, -0.44, -0.48], [-1.95, 0.18, 0.94], [2.15, 1.51, 0.56], [1.36, 1.55, -2.82], [-2.34, 0.87, -0.65], [-0.89, -2.38, -0.55], [-2.58, -0.76, -0.46], [0.69, -2.08, 0.02], [-0.56, -0.54, -1.54], [-0.71, -1.78, 1.14], [2.36, 1.30, 2.30]]}

=====

3.
{"formula": "C12H10N6OS3", "method": "the ωB97M-V functional and the def2-TZVPD basis", "charge": 0, "smiles": "O=C(CSc1nn(-c2ccccc2)c(=S)s1)Nn1cnnc1", "e_lumo_ev": -0.361, "symbols": ["S", "S", "S", "O", "N", "N", "N", "N", "N", "N", "C", "C", "C", "C", "C", "C", "C", "C", "C", "C", "C", "C", "H", "H", "H", "H", "H", "H", "H", "H", "H", "H"], "coordinates": [[0.21, 0.19, -4.77], [1.17, 2.20, -2.99], [1.70, 3.26, -0.10], [-0.51, 2.66, 3.15], [1.86, -1.61, 3.92], [1.48, -0.76, 4.96], [0.86, 0.86, -0.99], [0.89, 1.23, 1.97], [0.62, -0.04, -1.98], [1.13, 0.28, 3.02], [1.16, 2.06, -1.30], [0.65, 0.60, -3.24], [1.63, -1.06, 2.73], [-2.44, -3.08, -1.94], [-2.51, -2.05, -1.02], [0.16, 2.42, 2.05], [-1.43, -1.09, -1.07], [0.18, 3.44, 0.97], [1.07, 0.34, 4.41], [-0.42, -1.07, -1.94], [-1.33, -3.08, -2.71], [-0.31, -2.18, -2.66], [-0.67, 3.37, 0.37], [-3.37, -1.79, -0.46], [-1.41, -3.86, -3.47], [0.37, 4.40, 1.48], [1.83, -1.45, 1.67], [0.57, 1.15, 4.92], [-1.45, -0.21, -0.46], [0.43, -2.26, -3.39], [1.08, 0.85, 1.04], [-3.19, -3.73, -2.17]]}

=====

4.
{"formula": "C24H22BrIN3OTi", "method": "the ωB97M-V functional and the def2-TZVPD basis", "relative_energy_kj_mol": 0.00, "charge": 1, "multiplicity": 3, "e_lumo_ev": [-2.529, -2.593], "symbols": ["I", "Br", "Ti", "O", "N", "N", "N", "C", "C", "C", "C", "C", "C", "C", "C", "C", "C", "C", "C", "C", "C", "C", "C", "C", "C", "C", "C", "C", "C", "C", "C", "H", "H", "H", "H", "H", "H", "H", "H", "H", "H", "H", "H", "H", "H", "H", "H", "H", "H", "H", "H", "H", "H"], "coordinates": [[-3.44, 1.27, 1.03], [-1.52, -1.25, 2.44], [-1.35, -0.32, -0.33], [0.31, 0.81, 0.56], [0.52, -0.97, -1.31], [-2.65, -0.16, -2.07], [-2.16, -2.32, -0.58], [-2.34, 2.71, 3.45], [1.65, -0.31, -1.07], [-3.18, -1.27, -2.47], [0.28, 3.20, -2.12], [-2.75, -4.49, -0.85], [-0.82, 0.61, 4.46], [-0.44, 1.17, -3.88], [-2.03, -3.56, -0.09], [0.85, 1.69, -3.90], [2.81, -1.52, -2.77], [1.21, 2.70, -3.03], [1.64, 0.72, 0.03], [0.51, -1.90, -2.28], [-3.33, -3.77, -1.89], [2.82, -0.56, -1.77], [-1.01, 2.68, -2.09], [1.63, -2.20, -3.03], [-2.96, -2.44, -1.70], [-2.32, 1.49, 2.79], [-1.60, 2.88, 4.61], [-0.84, 1.83, 5.11], [-1.56, 0.44, 3.29], [-2.75, 1.05, -2.89], [-1.38, 1.67, -2.97], [0.55, 4.01, -1.46], [-3.96, -4.16, -2.68], [-0.43, -2.41, -2.43], [3.71, -1.73, -3.33], [2.33, 0.42, 0.82], [-3.45, 1.76, -2.43], [1.58, -2.96, -3.79], [3.72, -0.01, -1.54], [-1.74, 3.08, -1.40], [-3.14, 0.81, -3.89], [0.30, 1.32, 1.38], [-1.44, -3.75, 0.79], [-2.82, -5.55, -0.66], [-0.24, -0.21, 4.84], [-3.77, -1.32, -3.39], [-2.93, 3.53, 3.06], [-0.72, 0.39, -4.56], [1.56, 1.31, -4.62], [1.94, 1.68, -0.37], [-0.27, 1.96, 6.02], [2.21, 3.12, -3.07], [-1.62, 3.83, 5.12]]}

=====

5.
{"formula": "C11H12BrNO", "method": "the ωB97M-V functional and the def2-TZVPD basis", "relative_energy_kj_mol": 402.92, "charge": 0, "e_lumo_ev": [-0.397, 0.045], "symbols": ["Br", "O", "N", "C", "C", "C", "C", "C", "C", "C", "C", "C", "C", "C", "H", "H", "H", "H", "H", "H", "H", "H", "H", "H", "H", "H"], "coordinates": [[-1.19, 3.24, 0.73], [0.93, -2.65, -1.16], [1.73, 0.69, -0.51], [-2.05, 0.47, 0.80], [0.93, -1.10, 0.71], [2.32, 1.71, -1.16], [2.05, 0.01, -2.69], [-1.34, 1.48, 0.03], [1.65, -0.37, -1.44], [-0.39, -1.39, 1.35], [2.52, 1.36, -2.47], [1.36, 0.35, 0.71], [-1.70, -1.04, 0.50], [1.12, -1.52, -0.76], [2.54, 2.54, -0.66], [-2.34, -1.73, 0.86], [-0.75, 1.48, -0.90], [-3.21, 0.39, 0.64], [2.03, -0.73, -3.52], [-0.65, -2.40, 1.57], [1.57, -1.71, 1.28], [-1.63, -1.07, -0.63], [-0.51, -0.97, 2.27], [1.71, 1.00, 1.49], [3.00, 2.02, -3.25], [-2.02, 0.66, 1.87]]}

=====

no.,molecular weight (g/mol)
1,925.49
2,130.15
3,350.45
4,623.14
5,254.13